No. 1
C3H11NO | the ωB97M-V functional and the def2-TZVPD basis

The charge is 0. The value obtained for the energy above the lowest of the compared OMol25 structures with the same formula, charge and spin is 145.0 kJ/mol. As for the structure (SMILES): NCO.CC. Its HOMO-LUMO gap is 0.3773 Eh. As for the calculated total energy: -250.84140 Eh. The HOMO energy is -9.4 eV.

Last column: Mulliken charge in e.
CARTESIAN COORDINATES (ANGSTROEM)
N (0.947, 0.263, -1.226)  -0.6420
C (1.805, 0.691, -0.064)  -0.1311
O (1.651, 2.055, 0.300)  -0.4885
H (1.017, -0.737, -1.414)  0.2464
H (0.006, 0.739, -1.041)  0.2584
H (1.484, 0.049, 0.782)  0.2488
H (2.922, 0.592, -0.385)  0.2408
H (1.184, 2.421, -0.436)  0.2945
C (-2.334, -2.159, 0.630)  -0.8487
C (-1.814, -0.681, 0.393)  -0.5138
H (-2.198, -2.475, 1.669)  0.2855
H (-1.784, -2.850, -0.102)  0.2440
H (-3.452, -2.194, 0.381)  0.2469
H (-1.781, -0.405, -0.672)  0.2302
H (-2.405, 0.076, 0.984)  0.3035
H (-0.772, -0.602, 0.664)  0.0252

No. 2
C29H78F2N3O35S11 | the ωB97M-V functional and the def2-TZVPD basis

The charge is -1. The value obtained for the energy above the lowest of the compared OMol25 structures with the same formula, charge and spin is 0.0 kJ/mol. Its HOMO-LUMO gap is 0.3882 Eh. As for the calculated total energy: -8529.05403 Eh. The HOMO energy is -8.9 eV.

Last column: Mulliken charge in e.
CARTESIAN COORDINATES (ANGSTROEM)
N (-1.232, -0.393, -0.774)  0.1290
S (-0.692, 0.051, 0.625)  0.1743
O (0.536, 0.779, 0.714)  -0.3754
O (-1.023, -0.843, 1.692)  -0.4645
F (-1.698, 1.298, 0.899)  -0.1964
S (-0.060, -1.532, -1.125)  0.3441
O (-0.232, -2.780, -0.455)  -0.0518
O (1.276, -1.061, -1.245)  -0.1041
F (-0.486, -1.943, -2.583)  -0.3656
C (2.484, -4.439, -1.388)  -0.1275
N (1.353, -5.403, -1.296)  1.1591
O (1.234, -6.004, -0.252)  -0.6264
O (0.689, -5.607, -2.285)  -0.6052
H (2.086, -3.454, -1.196)  -0.1360
H (2.885, -4.435, -2.397)  0.1365
H (3.236, -4.778, -0.689)  0.3481
C (-1.285, 1.285, -3.503)  0.8734
N (-1.604, 0.670, -4.818)  1.1267
O (-2.618, -0.004, -4.868)  -0.6229
O (-0.925, 0.988, -5.767)  -0.6264
H (-0.328, 0.891, -3.179)  -0.2687
H (-2.020, 1.123, -2.730)  -0.7006
H (-1.300, 2.358, -3.698)  0.2317
O (-2.931, 5.008, 5.225)  -0.6938
S (-2.090, 4.483, 4.217)  1.2706
O (-1.444, 5.305, 3.248)  -0.5889
O (-0.972, 3.640, 4.964)  -0.3713
C (0.087, 3.049, 4.174)  -0.6881
C (0.059, 1.539, 4.320)  0.3052
C (-2.983, 3.153, 3.453)  -0.7021
H (0.992, 3.408, 4.673)  0.4779
H (0.164, 3.370, 3.135)  0.2159
H (0.278, 1.296, 5.361)  0.4773
H (0.851, 1.071, 3.736)  -0.3666
H (-0.907, 1.109, 4.063)  -0.0804
H (-2.418, 2.584, 2.724)  -0.3273
H (-3.867, 3.576, 2.973)  0.6713
H (-3.361, 2.587, 4.302)  0.5034
O (-6.350, -1.288, -1.638)  -0.6602
S (-5.807, -0.154, -0.999)  1.4278
O (-6.494, 1.092, -0.905)  -0.6771
O (-5.474, -0.609, 0.489)  -0.3263
C (-5.149, 0.397, 1.493)  -0.3830
C (-4.065, -0.208, 2.364)  -0.3472
C (-4.156, 0.106, -1.595)  -0.1343
H (-6.071, 0.560, 2.047)  0.3529
H (-4.828, 1.320, 1.006)  0.2398
H (-4.515, -1.089, 2.824)  0.5933
H (-3.689, 0.520, 3.079)  0.0023
H (-3.229, -0.568, 1.773)  -0.3812
H (-3.740, -0.895, -1.512)  -0.1976
H (-3.664, 0.897, -1.043)  -0.2175
H (-4.175, 0.303, -2.668)  0.4691
O (-3.507, -4.392, 2.854)  -0.6260
S (-2.787, -5.301, 2.008)  1.2319
O (-2.723, -6.666, 2.382)  -0.6776
O (-3.419, -5.181, 0.579)  -0.4287
C (-3.703, -3.867, 0.020)  0.4802
C (-3.467, -3.896, -1.467)  -1.0304
C (-1.150, -4.664, 1.737)  -0.2260
H (-3.150, -3.072, 0.531)  -0.3148
H (-4.744, -3.678, 0.292)  0.4879
H (-4.011, -4.754, -1.868)  0.4230
H (-2.406, -3.919, -1.698)  0.0879
H (-3.964, -3.045, -1.935)  0.2160
H (-1.143, -3.584, 1.824)  -0.3499
H (-0.812, -4.981, 0.753)  0.1087
H (-0.446, -5.107, 2.439)  0.5672
O (-1.260, -0.089, 6.723)  -0.6246
S (-0.572, -1.335, 6.622)  1.2350
O (0.814, -1.432, 6.904)  -0.6527
O (-1.244, -2.357, 7.641)  -0.2760
C (-2.639, -2.633, 7.510)  -0.0363
C (-3.080, -3.282, 8.808)  -1.3993
C (-0.894, -2.085, 5.070)  -0.7296
H (-2.890, -3.283, 6.668)  0.2847
H (-3.232, -1.727, 7.348)  0.3243
H (-2.318, -3.984, 9.152)  0.3308
H (-4.039, -3.792, 8.783)  0.3809
H (-3.111, -2.506, 9.578)  0.3119
H (-1.972, -2.102, 4.945)  0.5825
H (-0.527, -3.104, 5.149)  0.5148
H (-0.401, -1.492, 4.310)  -0.3199
O (7.929, -0.077, -3.353)  -0.6428
S (6.736, -0.817, -3.139)  1.1711
O (6.652, -1.704, -2.025)  -0.6317
O (5.557, 0.241, -3.050)  -0.4111
C (4.346, -0.133, -2.376)  -0.1882
C (3.470, 1.076, -2.184)  -0.4982
C (6.272, -1.660, -4.622)  -0.6517
H (4.588, -0.587, -1.413)  0.5608
H (3.793, -0.904, -2.927)  -0.0087
H (2.972, 1.392, -3.102)  0.3578
H (4.042, 1.921, -1.792)  0.4495
H (2.692, 0.912, -1.439)  -0.3695
H (5.335, -2.188, -4.453)  0.0616
H (7.064, -2.369, -4.848)  0.4421
H (6.172, -0.868, -5.359)  0.3100
O (0.948, 5.896, -1.597)  -0.6976
S (1.376, 4.545, -1.811)  1.3180
O (1.039, 3.859, -3.003)  -0.6101
O (2.967, 4.491, -1.678)  -0.2074
C (3.614, 5.435, -0.808)  -0.2694
C (3.821, 6.789, -1.451)  -1.1527
C (0.913, 3.600, -0.384)  -0.2534
H (4.603, 5.025, -0.607)  0.3698
H (3.116, 5.535, 0.159)  0.2594
H (4.618, 6.699, -2.190)  0.2859
H (4.297, 7.473, -0.735)  0.4027
H (2.911, 7.284, -1.761)  0.2992
H (1.234, 4.199, 0.466)  0.4371
H (1.355, 2.614, -0.429)  -0.0446
H (-0.175, 3.560, -0.394)  -0.2742
O (2.123, -4.153, 5.496)  -0.6590
S (2.979, -3.250, 4.829)  1.3122
O (4.112, -3.673, 4.075)  -0.6536
O (2.095, -2.360, 3.852)  0.0171
C (2.778, -1.525, 2.895)  -0.4400
C (2.519, -1.970, 1.463)  -0.2118
C (3.605, -2.000, 5.952)  -1.0235
H (3.848, -1.438, 3.081)  0.6402
H (2.359, -0.532, 3.067)  -0.1266
H (1.450, -2.051, 1.305)  -0.2051
H (3.019, -2.920, 1.277)  0.4386
H (2.926, -1.236, 0.767)  0.0436
H (2.939, -1.153, 6.050)  0.2449
H (4.559, -1.729, 5.507)  0.3595
H (3.795, -2.463, 6.917)  0.4358
O (1.243, -3.817, -5.808)  -0.7603
S (2.278, -2.878, -5.567)  1.0702
O (3.170, -3.094, -4.476)  -0.5839
O (3.214, -2.733, -6.844)  -0.1466
C (2.636, -2.698, -8.155)  -0.2322
C (3.695, -2.196, -9.128)  -1.1772
C (1.595, -1.221, -5.469)  -0.2981
H (1.746, -2.068, -8.231)  0.3628
H (2.328, -3.708, -8.436)  0.2695
H (3.245, -1.811, -10.037)  0.3671
H (4.441, -2.956, -9.351)  0.3067
H (4.227, -1.399, -8.600)  0.2913
H (1.408, -0.823, -6.455)  0.5243
H (2.256, -0.647, -4.826)  -0.1100
H (0.677, -1.401, -4.908)  0.0055
O (-2.610, 4.594, -4.360)  -0.6348
S (-2.939, 5.431, -3.260)  1.2723
O (-4.277, 5.764, -2.910)  -0.6576
O (-2.272, 4.744, -1.997)  0.0493
C (-2.354, 5.401, -0.705)  -0.8693
C (-3.126, 4.487, 0.211)  -0.4362
C (-1.968, 6.916, -3.409)  -0.8447
H (-2.794, 6.395, -0.796)  0.6943
H (-1.329, 5.591, -0.381)  0.1455
H (-2.665, 3.501, 0.238)  -0.2074
H (-4.143, 4.365, -0.173)  0.4235
H (-3.234, 4.968, 1.183)  0.2768
H (-2.214, 7.544, -2.557)  0.3192
H (-2.191, 7.337, -4.381)  0.4520
H (-0.932, 6.610, -3.268)  0.1509

No. 3
C24H30FMnN4O5Sb2 | the ωB97M-V functional and the def2-TZVPD basis

The charge is +2. Its HOMO-LUMO gap (alpha / beta) is 0.1918 / 0.2399 Eh. The spin multiplicity is 5. As for the calculated total energy: -3258.63449 Eh. The HOMO energy (alpha / beta) is -13.7 / -13.7 eV.

Last column: Löwdin spin population.
CARTESIAN COORDINATES (ANGSTROEM)
Mn (0.262, -0.145, 0.129)  4.0988
C (3.505, 1.337, -2.050)  -0.0136
Sb (2.775, 0.350, -0.310)  -0.0664
C (4.267, -1.168, -0.145)  -0.0240
C (3.400, 1.749, 1.270)  0.0039
C (3.642, 3.080, 0.648)  0.0011
C (4.918, 3.378, 0.171)  -0.0021
C (5.176, 4.553, -0.514)  -0.0021
C (4.142, 5.448, -0.749)  -0.0008
C (2.878, 5.182, -0.250)  -0.0042
C (2.608, 4.017, 0.469)  0.0015
C (1.268, 3.860, 1.100)  -0.0241
Sb (-0.162, 2.435, 0.230)  -0.0928
C (-1.893, 3.297, 1.140)  -0.0254
C (-0.443, 3.177, -1.755)  -0.0105
H (4.548, 1.589, -1.874)  -0.0027
H (2.939, 2.243, -2.251)  0.0002
H (3.427, 0.656, -2.896)  0.0002
H (5.233, -0.673, -0.229)  -0.0039
H (4.159, -1.873, -0.967)  0.0000
H (4.212, -1.701, 0.802)  0.0001
H (4.306, 1.321, 1.694)  0.0001
H (2.612, 1.743, 2.021)  0.0003
H (5.721, 2.671, 0.352)  -0.0001
H (6.178, 4.775, -0.857)  -0.0001
H (4.329, 6.359, -1.301)  0.0000
H (2.090, 5.914, -0.384)  -0.0002
H (0.700, 4.787, 1.037)  -0.0038
H (1.327, 3.564, 2.148)  0.0002
H (-1.695, 4.367, 1.182)  -0.0042
H (-2.057, 2.913, 2.143)  0.0002
H (-2.768, 3.127, 0.518)  -0.0001
H (-1.036, 4.086, -1.679)  -0.0024
H (-0.976, 2.433, -2.342)  0.0000
H (0.516, 3.396, -2.222)  0.0000
F (-5.223, 3.351, -1.088)  -0.0001
C (-5.019, 2.134, -1.593)  -0.0002
C (-4.435, 1.188, -0.855)  0.0003
N (-4.182, -0.073, -1.351)  0.0009
C (-3.435, -1.012, -0.553)  0.0017
C (-2.015, -0.502, -0.373)  0.0203
O (-1.284, -0.245, -1.364)  0.0772
O (-1.555, -0.308, 0.810)  0.0239
C (-4.557, -0.449, -2.650)  0.0002
O (-4.298, -1.541, -3.094)  0.0002
N (-5.206, 0.541, -3.344)  0.0000
C (-5.491, 1.860, -2.957)  0.0000
O (-6.057, 2.631, -3.678)  -0.0001
H (-4.155, 1.367, 0.175)  0.0001
H (-3.409, -1.950, -1.110)  0.0004
H (-3.891, -1.170, 0.424)  0.0006
H (-5.528, 0.278, -4.266)  0.0000
N (3.370, -6.491, 0.218)  0.0001
C (3.456, -5.305, 0.841)  0.0006
O (4.400, -4.915, 1.495)  0.0018
C (2.312, -4.328, 0.667)  0.0084
C (1.778, -4.009, -0.578)  0.0009
C (1.008, -2.868, -0.703)  0.0113
N (0.723, -2.083, 0.348)  0.0069
C (1.136, -2.460, 1.575)  0.0163
C (1.939, -3.559, 1.768)  0.0005
H (4.129, -7.142, 0.351)  0.0000
H (2.524, -6.827, -0.209)  0.0000
H (1.994, -4.601, -1.457)  -0.0001
H (0.610, -2.556, -1.662)  0.0011
H (0.816, -1.842, 2.407)  0.0038
H (2.305, -3.805, 2.756)  -0.0002

No. 4
CHClFN | the ωB97M-V functional and the def2-TZVPD basis

The charge is 0. The value obtained for the energy above the lowest of the compared OMol25 structures with the same formula, charge and spin is 228.4 kJ/mol. As for the structure (SMILES): F/N=C/Cl. Its HOMO-LUMO gap is 0.3937 Eh. As for the calculated total energy: -653.41530 Eh. The HOMO energy is -10.5 eV.

Last column: Mulliken charge in e.
CARTESIAN COORDINATES (ANGSTROEM)
F (1.075, -2.043, -0.586)  -0.1448
N (-0.015, -1.929, 0.243)  -0.1852
C (-0.387, -0.594, 0.314)  0.0670
Cl (-1.715, -0.256, 1.263)  -0.0871
H (0.210, 0.213, -0.077)  0.3501

What are the molecular weight values for these records? In order: 77.13 1419.66 771.98 81.48 g mol⁻¹.
What are the maximum force values for these records? In order: 0.0608 0.0823 0.0383 0.1219 Eh/bohr.